{
  "formula": "C35H32Cl3N2O3S2Sn",
  "method": "ωB97M-V/def2-TZVPD",
  "total_energy_ha": -4079.53209,
  "homo_lumo_gap_ev": 6.208,
  "homo_ev": -3.941,
  "charge": -1,
  "elements": ["Sn", "Cl", "C", "C", "C", "C", "C", "Cl", "C", "S", "H", "H", "H", "C", "C", "C", "C", "C", "C", "C", "S", "O", "O", "N", "C", "C", "C", "C", "C", "N", "H", "H", "H", "H", "H", "H", "H", "H", "H", "H", "H", "C", "C", "C", "C", "C", "C", "C", "O", "C", "C", "C", "H", "H", "H", "H", "H", "H", "H", "H", "H", "H", "H", "H", "Cl", "C", "C", "C", "C", "C", "C", "C", "H", "H", "H", "H", "H", "H"],
  "positions_angstrom": [[1.27983, -0.14649, 1.48822], [-0.90345, 1.27747, 3.81762], [-0.59771, 2.94123, 3.39999], [-1.64133, 3.82778, 3.61413], [-1.48300, 5.17206, 3.33120], [-0.26685, 5.61543, 2.83834], [0.76810, 4.71940, 2.62964], [2.25225, 5.37390, 2.00064], [0.66134, 3.32945, 2.89371], [2.01204, 2.26607, 2.62475], [-2.57651, 3.45140, 4.00809], [-2.29654, 5.86745, 3.49405], [-0.10903, 6.66209, 2.61007], [-5.21271, -3.69616, -1.17588], [-3.71248, -3.60696, -1.04684], [-2.89795, -4.68684, -1.36607], [-1.51440, -4.60038, -1.24651], [-0.94297, -3.41989, -0.80552], [-1.74094, -2.32496, -0.47994], [-3.11530, -2.42386, -0.60525], [0.82382, -3.26516, -0.63788], [1.36677, -4.59905, -0.76347], [1.23055, -2.28929, -1.62752], [1.02267, -2.58981, 0.77211], [0.77374, -3.16897, 1.98869], [0.41038, -4.50522, 2.26595], [0.23047, -4.87720, 3.57929], [0.40017, -3.94734, 4.60645], [0.74799, -2.66037, 4.25198], [0.92877, -2.27728, 2.98824], [-5.51839, -4.66604, -1.56897], [-5.58950, -2.92087, -1.84679], [-5.69755, -3.55293, -0.20727], [-3.34970, -5.61152, -1.71045], [-0.87020, -5.43656, -1.48838], [-1.27770, -1.40854, -0.12239], [-3.73941, -1.57214, -0.35072], [0.30645, -5.20660, 1.45022], [-0.04112, -5.89932, 3.81560], [0.27378, -4.21956, 5.64537], [0.89007, -1.88851, 5.00240], [-3.64444, 2.80211, -5.32741], [-2.57639, 2.24250, -4.42585], [-2.28083, 2.84368, -3.20968], [-1.29584, 2.34967, -2.36056], [-1.05974, 3.04513, -1.04122], [-0.56536, 1.21865, -2.77588], [0.58268, 0.71328, -2.00209], [0.87352, 1.09452, -0.88748], [-0.88699, 0.56485, -3.98043], [-0.18709, -0.70721, -4.41278], [-1.88588, 1.08970, -4.78425], [-3.87919, 3.83405, -5.06642], [-4.56464, 2.21813, -5.24683], [-3.32822, 2.77320, -6.37122], [-2.83177, 3.72901, -2.90520], [-1.76661, 3.86626, -0.91865], [-0.04468, 3.43748, -0.96561], [-1.16884, 2.35603, -0.20498], [1.17963, -0.08119, -2.46834], [-0.06636, -1.41205, -3.59018], [0.81147, -0.49828, -4.80429], [-0.75802, -1.19384, -5.20215], [-2.13573, 0.58645, -5.71482], [4.76587, 0.37734, 4.25138], [5.04273, 0.95914, 2.62558], [5.88410, 2.05081, 2.47010], [6.14774, 2.54829, 1.20584], [5.56671, 1.93355, 0.10239], [4.72827, 0.84811, 0.27465], [4.42200, 0.32773, 1.54270], [3.45354, -0.77915, 1.67775], [6.32109, 2.50876, 3.34766], [6.78981, 3.41262, 1.08640], [5.76082, 2.31052, -0.89461], [4.25779, 0.38307, -0.58578], [3.51473, -1.29158, 2.63326], [3.53965, -1.49727, 0.86213]],
  "forces_ev_per_a": [[-0.2, 0.0, 0.3], [0.0, 0.0, 0.1], [0.1, 0.2, 0.0], [0.0, -0.1, 0.0], [0.0, 0.0, 0.0], [0.1, 0.0, 0.0], [-0.2, -0.2, 0.0], [0.0, 0.0, 0.0], [-0.1, 0.1, -0.2], [0.1, 0.0, 0.2], [0.0, 0.0, 0.0], [0.0, 0.0, 0.0], [0.0, 0.0, 0.0], [0.1, 0.0, 0.0], [0.0, 0.0, -0.1], [0.0, 0.0, 0.0], [0.0, 0.1, 0.0], [-0.1, 0.0, 0.0], [0.0, 0.0, 0.0], [0.0, 0.0, 0.0], [-0.2, 0.1, 0.2], [0.0, -0.1, 0.0], [0.0, 0.0, 0.0], [0.1, -0.5, 0.0], [0.2, 0.2, -0.3], [0.0, 0.2, -0.1], [0.0, 0.1, 0.0], [0.0, -0.1, 0.0], [0.0, 0.1, -0.1], [0.0, 0.0, 0.2], [0.0, 0.0, 0.0], [0.0, 0.0, 0.0], [0.0, 0.0, 0.0], [0.0, 0.0, 0.0], [0.0, 0.0, 0.0], [0.0, -0.1, 0.0], [0.0, 0.0, 0.0], [0.0, 0.0, 0.0], [0.0, 0.0, 0.0], [0.0, 0.0, 0.0], [0.0, 0.0, 0.0], [0.0, 0.0, 0.0], [0.0, 0.0, 0.0], [0.0, 0.0, 0.0], [0.1, 0.0, 0.1], [0.0, 0.0, -0.1], [0.0, 0.1, -0.1], [-0.1, -0.3, 0.0], [0.3, 0.2, -0.1], [0.1, -0.1, 0.0], [0.0, 0.1, 0.1], [-0.1, 0.0, -0.1], [0.0, 0.0, 0.0], [0.0, 0.0, 0.0], [0.0, 0.0, 0.0], [0.0, 0.0, 0.0], [0.0, 0.0, 0.0], [0.0, 0.0, 0.0], [0.0, 0.0, 0.0], [0.0, 0.1, 0.0], [0.0, 0.0, 0.0], [0.0, 0.0, 0.0], [0.0, 0.0, 0.0], [0.0, 0.0, 0.0], [0.0, 0.0, 0.0], [0.0, 0.0, -0.1], [0.0, 0.0, 0.0], [0.0, 0.0, 0.0], [0.0, 0.0, 0.0], [0.0, 0.0, 0.1], [0.1, 0.0, 0.0], [-0.2, 0.3, -0.2], [0.0, 0.0, 0.0], [0.0, 0.0, 0.0], [0.0, 0.0, 0.0], [0.0, 0.0, 0.0], [0.0, -0.1, 0.0], [0.0, 0.0, 0.0]],
  "mulliken_charge": [1.0568, -0.2292, 0.5603, -0.7420, -0.3296, -0.7372, 0.4018, -0.2441, -0.5024, -0.1640, 0.3780, 0.3671, 0.3909, -1.4166, 1.0810, -0.7279, -0.5863, 0.0077, -0.3090, -0.8679, 1.1583, -0.7802, -0.6457, -0.2774, 0.8377, -1.0087, -0.3695, -0.7391, -0.5630, 0.1785, 0.3564, 0.3205, 0.3065, 0.2859, 0.4877, 0.3610, 0.4022, 0.4029, 0.3892, 0.3784, 0.4327, -1.5001, 0.6960, -1.0703, 0.9065, -1.3519, 0.7769, -0.3467, -0.3327, 0.9174, -1.5857, -0.8361, 0.3644, 0.2882, 0.3665, 0.2822, 0.3421, 0.3026, 0.2114, 0.4065, 0.2097, 0.3526, 0.3672, 0.3569, -0.2528, 0.9424, -0.5250, -0.4416, -0.7701, -0.2167, 0.0486, -1.6690, 0.3892, 0.3432, 0.3657, 0.3518, 0.5334, 0.4755]
}